(1)
The following is a quantum chemistry calculation of a structure of composition C31H39AsN3V, from the OMol25 dataset.

Values from the calculation:
spin multiplicity	2
total energy	-4547.68725	a.u.
highest occupied orbital energy (spin up / spin down)	-17.1 / -17.1	eV
lowest unoccupied orbital energy (spin up / spin down)	-10.937 / -10.295	eV
total charge	+3
HOMO-LUMO gap (spin up / spin down)	0.22703 / 0.25064	hartree

Last column: natural (NBO) charge in e.
Positions of all 75 atoms, in Å:
V (-0.52622, -0.36139, 0.99838)  1.454
C (-0.80144, -3.14422, 1.79954)  -0.421
N (0.20146, -2.03839, 1.82282)  -0.481
C (1.54058, -2.58722, 1.42031)  -0.417
C (0.28629, -1.37417, 3.17506)  -0.271
C (0.93307, 0.00412, 3.02128)  -0.054
C (1.68994, 0.54037, 4.05257)  -0.190
C (2.29120, 1.78061, 3.88559)  -0.084
C (2.17311, 2.49887, 2.68945)  -0.192
C (1.44561, 1.98196, 1.64024)  -0.100
C (0.79978, 0.74786, 1.81560)  -0.461
H (-0.56196, -3.87105, 2.57773)  0.262
H (-0.76405, -3.63085, 0.82774)  0.254
H (-1.80551, -2.76335, 2.00006)  0.203
H (1.72854, -3.47233, 2.02867)  0.243
H (2.30229, -1.83853, 1.61114)  0.231
H (1.51557, -2.85643, 0.36795)  0.246
H (0.85689, -2.01075, 3.85329)  0.277
H (-0.72525, -1.30909, 3.58695)  0.232
H (1.83045, -0.01404, 4.97314)  0.258
H (2.88448, 2.19051, 4.69359)  0.264
H (2.66918, 3.45487, 2.58453)  0.263
H (1.37592, 2.52206, 0.70498)  0.234
C (4.88774, 1.54058, -1.88951)  -0.150
C (3.89423, 1.74881, -2.83542)  -0.181
C (2.61167, 1.25736, -2.62291)  -0.219
C (2.34129, 0.56128, -1.44667)  -0.299
C (3.33575, 0.34791, -0.49558)  -0.237
C (4.61163, 0.83851, -0.72100)  -0.179
As (0.61388, -0.22348, -1.26465)  1.103
C (0.70098, -2.00277, -1.95235)  -0.423
C (1.84896, -2.43804, -2.60534)  -0.132
C (1.89283, -3.73518, -3.10654)  -0.185
C (0.80625, -4.58376, -2.95506)  -0.152
C (-0.34310, -4.14832, -2.30076)  -0.182
C (-0.39245, -2.85798, -1.79674)  -0.240
C (-0.55733, 0.78550, -2.40341)  -0.415
C (-0.66602, 2.16333, -2.19692)  -0.259
C (-1.52883, 2.90867, -2.98952)  -0.176
C (-2.28061, 2.27941, -3.97763)  -0.163
C (-2.16571, 0.91167, -4.18166)  -0.191
C (-1.30172, 0.15387, -3.39439)  -0.167
H (5.88409, 1.92582, -2.06093)  0.253
H (4.11532, 2.29232, -3.74412)  0.252
H (1.84622, 1.41880, -3.37081)  0.236
H (3.13122, -0.18950, 0.42022)  0.202
H (5.39205, 0.67335, 0.01005)  0.243
H (2.70140, -1.78228, -2.72855)  0.234
H (2.78010, -4.07988, -3.62096)  0.254
H (0.84864, -5.58947, -3.35185)  0.256
H (-1.19304, -4.81030, -2.19832)  0.245
H (-1.30599, -2.52265, -1.31228)  0.182
H (-0.04860, 2.67152, -1.46302)  0.224
H (-1.59678, 3.98053, -2.85465)  0.249
H (-2.94157, 2.86297, -4.60477)  0.256
H (-2.73391, 0.43096, -4.96708)  0.253
H (-1.19765, -0.90759, -3.58092)  0.232
C (-2.82080, 1.38116, 3.36048)  -0.634
C (-3.07871, 1.44234, 1.86721)  0.164
C (-2.37349, 2.60942, 1.20563)  -0.651
C (-4.55946, 1.40113, 1.52655)  -0.644
N (-2.46200, 0.10612, 1.33059)  -0.528
N (-2.19145, -0.00444, -0.07654)  -0.687
H (-3.31305, 2.23152, 3.83217)  0.275
H (-1.75477, 1.43707, 3.59127)  0.219
H (-3.24659, 0.47991, 3.80905)  0.230
H (-2.70610, 3.52187, 1.70182)  0.287
H (-2.62545, 2.72775, 0.14953)  0.227
H (-1.28671, 2.56766, 1.32104)  0.224
H (-5.03165, 2.31211, 1.89488)  0.274
H (-5.06424, 0.55841, 2.00402)  0.234
H (-4.72996, 1.35870, 0.44868)  0.225
H (-3.09018, -0.64605, 1.61532)  0.414
H (-2.24280, 0.88614, -0.58552)  0.460
H (-2.75346, -0.70222, -0.56272)  0.440



(2)
The following is a quantum chemistry calculation of a cluster of 3 separate species, CH5N3O2S in total, from the OMol25 dataset.

Values from the calculation:
spin multiplicity	1
total energy	-754.01426	a.u.
highest occupied orbital energy	-10.5	eV
lowest unoccupied orbital energy	-1.024	eV
energy above the lowest of the compared OMol25 structures with the same formula, charge and spin	61.04	kJ/mol
total charge	0
HOMO-LUMO gap	0.34934	hartree

Last column: natural (NBO) charge in e.
Positions of all 12 atoms, in Å:
C (-0.94621, 2.29134, 1.26477)  0.841
N (-0.42150, -2.13993, 0.87435)  -0.941
N (-1.78982, 1.50309, 1.53882)  -0.769
N (1.99830, -0.28505, -1.58588)  -1.082
O (-0.17475, 3.14883, 1.14614)  -0.539
O (-2.15906, -0.74202, -0.05564)  -0.896
S (-1.17502, -1.74955, -0.38711)  1.470
H (0.29917, -2.83423, 0.76279)  0.386
H (-2.12802, 0.64521, 1.13584)  0.445
H (1.57626, 0.30509, -0.87762)  0.360
H (1.93969, 0.21989, -2.46230)  0.362
H (2.98095, -0.36267, -1.35416)  0.362



(3)
The following is a quantum chemistry calculation of an isolated molecule of C2H5IO, from the OMol25 dataset.

Values from the calculation:
spin multiplicity	1
total energy	-452.07793	a.u.
highest occupied orbital energy	-9.2	eV
SMILES	OCCI
lowest unoccupied orbital energy	0.635	eV
energy above the lowest of the compared OMol25 structures with the same formula, charge and spin	116.37	kJ/mol
total charge	0
HOMO-LUMO gap	0.36120	hartree

Last column: natural (NBO) charge in e.
Positions of all 9 atoms, in Å:
O (0.26448, -1.63094, 0.16063)  -0.718
C (0.56782, -0.32540, -0.15935)  -0.023
C (-0.80908, 0.76260, 0.26581)  -0.571
I (-2.71031, -0.11564, -0.03620)  0.100
H (1.04475, -2.06980, 0.55148)  0.478
H (1.48238, -0.06534, 0.28508)  0.159
H (0.83917, -0.25832, -1.14100)  0.155
H (-0.73408, 1.66801, -0.29144)  0.209
H (-0.83081, 1.06306, 1.29836)  0.211



Which of these has the highest total energy?
C2H5IO